No. 1
C5H6OS | ωB97M-V/def2-TZVPD

The value obtained for the gap between HOMO and LUMO is 9.7 eV. The energy above the lowest of the compared OMol25 structures with the same formula, charge and spin is 245.2 kJ/mol.

XYZ file:
```
13
Properties=species:S:1:pos:R:3:nbo_charge:R:1
O -1.311 -2.174 -0.254 -0.503
C -0.638 -1.216 0.040 0.603
C -1.134 0.284 0.041 -0.514
C 0.142 1.201 -0.012 -0.398
C 1.104 0.106 -0.509 -0.316
S 2.513 -0.921 -0.063 0.259
C 0.797 -1.005 0.462 -0.465
H -1.741 0.480 0.911 0.238
H -1.735 0.420 -0.838 0.236
H 0.418 1.603 0.954 0.215
H 0.036 2.009 -0.720 0.216
H 0.790 -0.158 -1.499 0.206
H 0.760 -0.628 1.487 0.224
```



No. 2
C5H6OS2 | ωB97M-V/def2-TZVPD

The value obtained for the gap between HOMO and LUMO (spin up / spin down) is 7.8 / 7.8 eV. The energy above the lowest of the compared OMol25 structures with the same formula, charge and spin is 153.7 kJ/mol.

XYZ file:
```
14
Properties=species:S:1:pos:R:3:nbo_charge:R:1
S -1.670 1.536 0.501 -0.160
C -0.162 0.766 0.398 0.200
C 0.895 1.265 -0.391 -0.292
C 1.944 0.462 -0.681 -0.110
C 2.048 -0.778 -0.002 -0.324
C 1.129 -1.097 0.925 0.204
O 0.011 -0.384 1.140 -0.415
H 0.665 2.219 -0.819 0.252
H 2.695 0.698 -1.306 0.213
H 2.929 -1.388 -0.187 0.233
H 1.299 -1.960 1.426 0.198
S -4.350 -0.819 -0.355 -0.303
H -3.040 -1.046 -0.325 0.148
H -4.394 0.525 -0.323 0.155
```



No. 3
C5H6S | ωB97M-V/def2-TZVPD

The value obtained for the gap between HOMO and LUMO is 9.4 eV. The energy above the lowest of the compared OMol25 structures with the same formula, charge and spin is 400.0 kJ/mol.

XYZ file:
```
12
Properties=species:S:1:pos:R:3:nbo_charge:R:1
C -2.853 -0.193 -0.211 -0.421
C -1.605 0.048 0.159 -0.396
C 0.915 0.323 -0.022 -0.556
C 2.280 -0.217 -0.240 -0.087
C 3.397 -0.506 0.021 -0.210
H -3.705 0.530 -0.255 0.218
H -3.083 -1.304 -0.308 0.199
H -1.317 1.054 0.708 0.213
H 0.741 0.741 -0.963 0.244
H 0.820 0.859 0.956 0.252
H 4.737 -0.236 0.066 0.284
S -0.326 -1.099 0.088 0.258
```



No. 4
C5H6S | ωB97M-V/def2-TZVPD

The value obtained for the gap between HOMO and LUMO is 9.9 eV. The energy above the lowest of the compared OMol25 structures with the same formula, charge and spin is 227.2 kJ/mol.

XYZ file:
```
12
Properties=species:S:1:pos:R:3:nbo_charge:R:1
C -1.579 -0.042 1.984 -0.220
C -0.797 0.254 1.104 -0.021
C 0.168 0.508 0.018 -0.138
C 0.338 1.685 -0.521 -0.327
C 0.856 -0.655 -0.418 -0.540
S 0.095 -2.311 -0.548 -0.017
H -2.187 -0.368 2.841 0.250
H -0.410 2.487 -0.321 0.209
H 1.123 2.078 -1.255 0.214
H 1.290 -0.621 -1.415 0.238
H 1.749 -0.906 0.151 0.240
H -0.646 -2.110 -1.620 0.112
```



No. 5
C5H6S3 | ωB97M-V/def2-TZVPD

The value obtained for the gap between HOMO and LUMO is 6.9 eV. The energy above the lowest of the compared OMol25 structures with the same formula, charge and spin is 553.5 kJ/mol.

XYZ file:
```
14
Properties=species:S:1:pos:R:3:nbo_charge:R:1
C 2.270 1.269 -1.932 -0.776
C 0.551 0.317 -0.065 -0.572
C -1.863 -0.942 -0.075 -0.589
C -2.147 -1.401 1.351 -0.059
C -2.311 -2.187 2.338 -0.250
H 2.652 0.861 -2.987 0.242
H 3.267 1.149 -1.245 0.257
H 1.767 2.403 -2.140 0.259
H -2.847 -0.992 -0.625 0.261
H -1.092 -1.586 -0.550 0.245
H -2.669 -2.985 3.260 0.292
S 1.116 -0.106 -1.472 0.344
S 1.374 0.503 1.395 0.126
S -1.245 0.778 -0.261 0.219
```



No. 6
C5H7Br | ωB97M-V/def2-TZVPD

The value obtained for the gap between HOMO and LUMO is 10.2 eV. The energy above the lowest of the compared OMol25 structures with the same formula, charge and spin is 116.9 kJ/mol.

XYZ file:
```
13
Properties=species:S:1:pos:R:3:nbo_charge:R:1
C 0.803 0.619 1.374 -0.588
C -0.275 -0.127 0.554 -0.235
C 0.240 -1.188 -0.355 -0.226
C -0.230 -0.737 -1.521 -0.089
Br 0.049 -1.301 -3.319 0.073
C -0.912 0.575 -0.708 -0.375
H 0.407 1.364 1.965 0.207
H 1.487 1.099 0.754 0.207
H 1.244 -0.066 1.940 0.202
H -1.126 -0.408 1.093 0.200
H 0.835 -2.038 -0.019 0.208
H -0.543 1.527 -1.127 0.210
H -1.979 0.680 -0.632 0.205
```